[1]
DFT (wB97M-V/def2-TZVPD) results for a 16-piece molecular cluster, C26H89O31P5 overall.

Atoms and positions in Å:
C: -6.6546 -12.6143 17.0889
O: -7.9723 -13.0228 16.6656
H: -6.5773 -12.4517 18.1623
H: -5.9590 -13.3439 16.6752
H: -6.4671 -11.6757 16.5685
H: -8.2631 -13.7597 17.2105
C: -12.3414 -10.4685 13.3562
O: -11.6465 -9.5376 14.1873
H: -12.5235 -9.9635 12.4127
H: -11.7259 -11.3600 13.2313
H: -13.2917 -10.7615 13.8060
H: -11.2691 -10.0365 14.9313
C: -7.6699 -10.2780 9.0088
O: -8.7998 -10.5079 8.1654
H: -7.8111 -9.3616 9.5854
H: -7.5686 -11.0771 9.7445
H: -6.8013 -10.2391 8.3532
H: -9.3216 -11.2382 8.4984
C: -7.5263 -9.2024 17.6051
O: -6.2692 -8.7812 17.1430
H: -7.7268 -8.7012 18.5572
H: -8.3044 -8.9299 16.8910
H: -7.6753 -10.2757 17.7564
H: -5.5207 -9.2131 17.5997
C: -11.0507 -11.3978 16.8570
O: -10.0665 -11.2328 15.8403
H: -11.4837 -12.4020 16.8904
H: -10.5888 -11.1842 17.8223
H: -11.8965 -10.7279 16.7068
H: -9.2887 -11.7493 16.1187
C: -4.3714 -15.4910 15.4290
O: -3.8717 -14.1643 15.3438
H: -4.6366 -15.9565 14.4746
H: -3.6597 -16.0980 15.9805
H: -5.3180 -15.4410 15.9845
H: -4.5336 -13.6258 14.8695
C: 0.0203 -9.7012 9.4888
O: -1.2359 -9.1927 9.9246
H: 0.6447 -8.9178 9.0430
H: 0.5942 -10.0309 10.3498
H: -0.0875 -10.4931 8.7507
H: -1.7723 -9.0870 9.1326
C: -3.9693 -4.9606 13.2768
O: -4.8972 -5.9927 13.5785
H: -3.1784 -4.8980 14.0239
H: -3.4961 -5.1958 12.3203
H: -4.4476 -3.9816 13.2090
H: -5.1836 -6.3732 12.7385
C: -8.6131 -7.9137 13.7354
O: -9.9227 -7.4007 13.8138
H: -7.8925 -7.1016 13.6193
H: -8.3310 -8.3945 14.6833
H: -8.4848 -8.6650 12.9510
H: -10.5095 -8.1716 13.9220
C: -6.4904 -7.7186 10.6317
O: -6.3721 -6.3773 11.1357
H: -6.7651 -7.7215 9.5744
H: -5.5072 -8.1746 10.7113
H: -7.2728 -8.2066 11.2126
H: -7.1213 -5.8465 10.8565
C: -1.2523 -8.8844 13.1290
O: -2.5331 -8.6927 12.5250
H: -1.1458 -9.9664 13.2327
H: -0.4046 -8.5173 12.5390
H: -1.1886 -8.2901 14.0374
H: -2.3496 -8.6408 11.5772
C: -1.0308 -9.3706 19.3734
O: -1.3411 -10.0109 18.1512
P: -2.6151 -9.6101 17.2822
O: -3.9029 -10.0942 17.8264
O: -2.2566 -10.1957 15.8638
C: -2.1561 -11.6026 15.6012
O: -2.5156 -8.0490 17.0719
C: -3.2440 -7.4223 16.0157
H: -0.4316 -8.4670 19.2285
H: -0.4270 -10.0384 19.9828
H: -1.9025 -9.0385 19.9399
H: -2.7000 -11.8315 14.6907
H: -2.4831 -12.2151 16.4387
H: -1.0972 -11.8385 15.4760
H: -2.6260 -6.7514 15.4266
H: -4.0788 -6.8607 16.4321
H: -3.7068 -8.1449 15.3430
C: -3.8710 -16.6106 9.3978
O: -4.5421 -16.8266 10.6426
P: -5.9705 -17.5250 10.6471
O: -6.1544 -18.7581 9.8997
O: -6.2877 -17.6384 12.1944
C: -5.7922 -18.7409 12.9432
O: -6.9639 -16.3886 10.1519
C: -7.1650 -15.1790 10.8700
H: -2.9633 -17.2064 9.3903
H: -3.6125 -15.5622 9.2601
H: -4.5205 -16.8887 8.5670
H: -6.6207 -19.4157 13.1530
H: -5.3881 -18.3809 13.8889
H: -5.0018 -19.3216 12.4678
H: -8.2211 -15.0310 11.1012
H: -6.9125 -14.3643 10.1869
H: -6.5855 -15.0849 11.7877
C: -0.1541 -16.2394 9.1259
O: -0.9509 -15.0922 8.7752
P: -0.4008 -13.6666 9.2292
O: 0.8894 -13.3089 8.6381
O: -1.5833 -12.6351 8.8908
C: -1.8685 -12.3399 7.5098
O: -0.4946 -13.6918 10.8356
C: 0.2019 -12.6532 11.5418
H: 0.7873 -15.9735 9.6061
H: 0.0775 -16.7356 8.1837
H: -0.7226 -16.9025 9.7734
H: -1.1318 -12.8189 6.8661
H: -1.8503 -11.2618 7.3777
H: -2.8503 -12.7428 7.2710
H: -0.4899 -11.9551 12.0112
H: 0.9771 -12.1703 10.9527
H: 0.7103 -13.1872 12.3517
C: -3.9917 -11.3463 11.2461
O: -5.3997 -11.5155 11.2838
P: -6.1247 -11.7399 12.6877
O: -5.4404 -12.5433 13.7308
O: -6.4859 -10.2291 13.0845
C: -5.5199 -9.3494 13.6733
O: -7.5163 -12.3473 12.2587
C: -8.5917 -12.5326 13.1694
H: -3.6893 -10.4324 10.7330
H: -3.4281 -12.1258 10.7305
H: -3.5565 -11.2507 12.2422
H: -4.5874 -9.8193 14.0018
H: -5.9264 -9.0410 14.6407
H: -5.2717 -8.5032 13.0396
H: -8.9132 -13.5744 13.1895
H: -9.4892 -11.9611 12.9353
H: -8.2792 -12.2582 14.1749
C: -6.4017 -5.9512 15.9138
O: -7.7291 -5.4352 15.7470
P: -7.8912 -3.8572 15.5893
O: -7.1925 -3.0798 16.6195
O: -7.4220 -3.5004 14.1031
C: -7.9134 -4.2258 12.9744
O: -9.4441 -3.6478 15.4963
C: -10.2811 -3.4186 16.6322
H: -6.3622 -6.9446 15.4732
H: -6.1790 -5.9322 16.9770
H: -5.6592 -5.4015 15.3253
H: -8.7306 -4.8975 13.2492
H: -7.1213 -4.8025 12.5013
H: -8.3479 -3.4849 12.3034
H: -11.0683 -4.1727 16.6064
H: -10.6968 -2.4196 16.5089
H: -9.7544 -3.5036 17.5818

Properties
calculated total energy	-5083.51286	Eh
ΔE to the lowest compared entry with this formula, charge and spin	11.8	kcal/mol
LUMO	0.00	eV



[2]
DFT (wB97M-V/def2-TZVPD) results for C26H8Cl5F15GeN2ORuS as an isolated structure.

Atoms and positions in Å:
Ru: -0.5877 -0.6393 0.2215
Cl: -2.5671 6.0080 -1.0943
C: -2.3138 4.4926 -0.4227
C: -1.3348 3.6200 -1.0202
Cl: -0.4365 4.1246 -2.3647
C: -1.1472 2.3788 -0.4777
Cl: 0.0573 1.2907 -1.1213
C: -1.8944 1.9323 0.6637
O: -1.7492 0.7685 1.1072
C: -2.8407 2.8427 1.2764
Cl: -3.6822 2.3103 2.6394
C: -3.0496 4.0933 0.7242
Cl: -4.1857 5.1542 1.4094
N: 0.9915 -0.3119 1.7197
C: 1.9867 -1.4122 1.6562
C: 2.1542 -1.8174 0.2002
N: 0.8106 -2.1605 -0.3272
H: 1.4549 0.5773 1.5280
H: 0.6149 -0.2350 2.6657
H: 1.6017 -2.2462 2.2471
H: 2.9412 -1.1066 2.0903
H: 2.8487 -2.6544 0.0905
H: 2.5370 -0.9782 -0.3895
H: 0.5027 -3.0406 0.0985
H: 0.8550 -2.3438 -1.3298
F: -2.8599 -5.3730 0.3555
C: -3.0211 -5.3967 -0.9763
C: -3.3245 -4.2259 -1.6476
C: -3.4488 -4.2942 -3.0258
F: -3.7143 -3.1641 -3.6955
C: -3.3081 -5.4794 -3.7289
F: -3.4368 -5.5105 -5.0436
C: -3.0201 -6.6473 -3.0219
F: -2.8766 -7.7868 -3.6643
C: -2.8715 -6.6077 -1.6368
F: -2.5829 -7.7109 -0.9664
Ge: -3.6197 -2.5158 -0.7856
S: -1.9712 -1.1372 -1.4710
C: -5.2575 -1.5902 -1.3152
C: -6.3078 -2.2094 -1.9716
F: -6.2383 -3.5127 -2.2315
C: -7.4544 -1.5194 -2.3533
F: -8.4377 -2.1387 -2.9763
C: -7.5616 -0.1623 -2.0630
F: -8.6405 0.5093 -2.4134
C: -6.5290 0.4828 -1.3884
F: -6.6175 1.7800 -1.0903
C: -5.4101 -0.2465 -1.0274
F: -4.4347 0.3939 -0.3480
C: -3.6235 -2.6811 1.1644
C: -2.5924 -2.4104 2.0188
F: -1.3428 -2.0863 1.4935
C: -2.6530 -2.5124 3.3970
F: -1.5969 -2.2253 4.1478
C: -3.8519 -2.9361 3.9685
F: -3.9554 -3.0468 5.2755
C: -4.9312 -3.2541 3.1404
F: -6.0656 -3.6746 3.6655
C: -4.7925 -3.1254 1.7627
F: -5.8237 -3.4596 0.9793

Properties
calculated total energy	-7548.63809	Eh
total charge	+2
LUMO (alpha / beta)	-9.76 / -9.76	eV